Entry 1:
{"formula": "H66O33", "method": "wB97M-V/def2-TZVPD", "elements": ["O", "H", "H", "O", "H", "H", "O", "H", "H", "O", "H", "H", "O", "H", "H", "O", "H", "H", "O", "H", "H", "O", "H", "H", "O", "H", "H", "O", "H", "H", "O", "H", "H", "O", "H", "H", "O", "H", "H", "O", "H", "H", "O", "H", "H", "O", "H", "H", "O", "H", "H", "O", "H", "H", "O", "H", "H", "O", "H", "H", "O", "H", "H", "O", "H", "H", "O", "H", "H", "O", "H", "H", "O", "H", "H", "O", "H", "H", "O", "H", "H", "O", "H", "H", "O", "H", "H", "O", "H", "H", "O", "H", "H", "O", "H", "H", "O", "H", "H"], "xyz": [[0.38217, -3.94825, 0.89433], [0.06329, -3.21964, 0.36171], [0.93656, -4.45478, 0.30078], [1.83861, -2.47942, 5.27674], [1.32678, -2.06444, 4.58244], [1.46342, -3.35606, 5.36022], [4.26562, -1.63725, 2.95972], [3.68213, -2.35380, 3.20933], [4.02863, -1.43930, 2.05369], [-2.98206, 1.91178, 3.09349], [-2.80067, 2.40673, 3.89246], [-2.30294, 2.19041, 2.47918], [-2.35164, 4.38822, 1.60305], [-1.94903, 4.67160, 0.78218], [-2.26530, 5.14272, 2.18572], [-1.35659, -3.78610, -3.54300], [-0.43593, -3.56896, -3.68952], [-1.74470, -3.78884, -4.41798], [0.01326, 4.20438, -0.77102], [0.95215, 4.37619, -0.84303], [-0.37286, 5.05856, -0.57734], [-2.70389, 2.47330, -1.16533], [-2.18260, 2.61278, -1.95592], [-2.06071, 2.43483, -0.45746], [-2.54160, -2.41131, 2.54429], [-3.35774, -2.12931, 2.95737], [-2.27642, -1.66700, 2.00400], [-5.29667, 0.34019, 3.51676], [-6.02309, 0.88620, 3.21605], [-4.51112, 0.81969, 3.25365], [4.59229, -0.58883, -4.22916], [4.24554, -1.02612, -5.00684], [3.83500, -0.48890, -3.65231], [-5.31358, -0.79235, 0.80839], [-5.70970, -0.36918, 0.04665], [-5.76793, -0.40955, 1.55889], [-5.38102, 2.89221, -0.56436], [-4.52701, 3.06156, -0.96213], [-5.80775, 2.27991, -1.16371], [-0.11584, -2.30294, -1.27124], [0.52991, -2.82886, -1.74310], [-0.74900, -2.04314, -1.94046], [2.50032, -5.19539, 2.40901], [2.04878, -6.02516, 2.56334], [1.84410, -4.63965, 1.98857], [2.57035, 3.96840, -1.96193], [3.35040, 3.44167, -2.13605], [2.74554, 4.80584, -2.39116], [2.06523, 0.96867, -4.94887], [2.02371, 0.44901, -5.75165], [1.40274, 0.58062, -4.37725], [-3.07600, -0.15365, -2.42014], [-3.91555, -0.52130, -2.69623], [-3.29663, 0.70636, -2.06245], [3.37430, -1.96490, 0.00905], [3.65579, -2.61358, -0.63609], [2.92203, -1.29591, -0.50487], [0.10423, -2.43297, 3.20112], [-0.84435, -2.39611, 3.07836], [0.35590, -3.29465, 2.86887], [1.67643, -3.77026, -2.81615], [2.09746, -4.45665, -2.29863], [1.97314, -3.92919, -3.71221], [-0.66645, 3.09077, 4.75260], [-0.55481, 2.79850, 3.84797], [-1.44549, 3.64652, 4.73084], [3.24275, 1.81641, 3.00186], [4.16161, 1.55474, 3.06071], [3.07711, 1.90151, 2.06295], [-1.32958, -6.00111, 0.85027], [-0.61174, -5.38529, 0.99756], [-1.69640, -5.74421, 0.00429], [-0.48298, 2.49952, -3.00261], [-0.19787, 3.01724, -3.75554], [-0.28470, 3.04921, -2.24447], [2.71193, 1.70722, 0.60796], [3.52195, 1.51371, 0.13610], [2.05871, 1.13229, 0.20922], [2.05980, 4.63036, 1.10394], [1.76777, 4.58926, 2.01458], [2.52435, 3.80533, 0.96341], [-0.37326, -0.02154, -3.41681], [-0.27450, 0.92008, -3.27599], [-1.22755, -0.23226, -3.03996], [4.06422, 1.06292, -1.80476], [3.17272, 1.41042, -1.77818], [4.30437, 1.08881, -2.73098], [2.17519, -1.12952, -2.64061], [2.10689, -2.08184, -2.70873], [1.32835, -0.80562, -2.94749], [0.14217, 0.28277, 0.12619], [-0.81035, 0.21136, 0.06420], [0.45812, -0.61318, 0.00920], [0.12249, 2.48165, 2.33438], [0.11076, 1.55718, 2.08650], [0.69711, 2.89552, 1.69036], [-2.59449, -0.57736, 0.33869], [-2.58190, -0.83551, -0.58296], [-3.52259, -0.46356, 0.54338]], "forces_ev_per_a": [[0.6291, -0.5318, 0.3249], [-0.4177, 0.6368, -0.2939], [0.2587, -0.0835, -0.2971], [0.7683, -0.0390, 0.5779], [-0.4088, 0.0873, -0.3092], [-0.1286, -0.1001, -0.0265], [0.3835, 0.2051, 0.0798], [-0.2423, -0.1787, 0.2974], [-0.1004, -0.0697, -0.3262], [-0.4793, -0.4268, -0.0224], [0.1245, -0.1066, 0.2815], [0.1897, 0.2657, -0.2918], [-0.1546, -0.1339, -0.0726], [0.0950, -0.0369, -0.1470], [0.0077, 0.1876, 0.2239], [-0.1401, 0.0903, 0.1856], [0.2727, -0.0680, -0.0036], [-0.2102, -0.0182, -0.2392], [-0.9379, -0.3482, -0.5016], [0.7563, -0.1237, 0.2830], [-0.0088, 0.2254, 0.0160], [-0.4574, -0.1340, -0.2363], [0.3636, 0.1458, -0.4871], [0.1641, -0.0511, 0.4783], [0.0986, -0.3602, 0.2114], [-0.2456, 0.0426, 0.2328], [-0.1224, 0.3780, -0.6248], [-0.6618, -0.6825, -0.0913], [-0.1983, 0.3344, 0.1841], [0.7879, 0.5009, -0.1215], [0.7156, -0.0112, -0.0820], [-0.0279, 0.0589, -0.1706], [-0.6417, -0.2966, 0.2801], [0.1482, -0.2048, -0.5560], [-0.1889, 0.0902, -0.2139], [0.1159, 0.1058, 0.7455], [-0.6130, -0.0181, 0.2035], [0.5644, -0.0108, 0.0735], [-0.2018, -0.0224, -0.1527], [-0.1239, 0.1451, 0.6812], [0.0855, -0.0891, -0.1679], [-0.3428, -0.0412, -0.1206], [0.3471, -0.0986, -0.0698], [-0.0913, -0.2632, 0.1482], [-0.1590, 0.3797, 0.0590], [-0.3187, -0.0080, -0.0122], [0.3596, -0.1860, 0.0756], [0.0904, 0.2820, -0.1226], [0.1689, 0.4237, 0.0483], [-0.0082, -0.0571, -0.2227], [-0.2956, -0.1817, 0.0159], [0.0555, -0.4978, -0.2560], [-0.1341, -0.3187, -0.2389], [0.1779, 0.7520, 0.5229], [-0.1668, -0.1736, 0.4524], [0.2817, -0.0347, -0.0922], [-0.0719, 0.2638, -0.4584], [0.6149, 0.3294, 0.0102], [-0.7435, -0.1042, 0.2115], [0.0476, -0.0828, -0.1091], [-0.0021, -0.3047, -0.1398], [0.1387, -0.3568, 0.2763], [0.1336, -0.0915, -0.4230], [-0.4699, 0.2448, 0.9457], [0.5669, -0.0775, -0.5405], [-0.0437, 0.3218, 0.2020], [0.2747, 0.4843, 1.2568], [0.1779, -0.2204, 0.2898], [-0.1613, -0.3015, 0.1302], [-0.3092, -0.9448, -0.0016], [-0.1264, 0.4842, 0.1709], [-0.1603, 0.0852, -0.1321], [-0.3917, 0.1007, -0.4830], [0.0972, 0.1518, -0.3447], [0.5226, 0.6169, 0.9348], [-0.1691, 0.3964, -1.4954], [0.6228, -0.0931, -0.1193], [-0.8301, -0.2682, 0.1156], [-0.1859, 0.3797, -0.1746], [0.0936, 0.1066, 0.4607], [0.3394, -0.3985, -0.0991], [0.7607, -1.4046, -0.5787], [-0.1549, 0.8599, 0.3831], [-0.5647, -0.0064, 0.0155], [0.0914, 0.3723, 0.4092], [-0.4710, -0.0793, -0.2152], [0.3372, -0.0817, -0.4337], [0.8238, 0.4752, 0.0035], [0.1465, -0.2219, 0.0765], [-0.8679, 0.2978, 0.1173], [0.7810, 0.7110, 0.0552], [-0.6341, -0.1243, 0.2022], [-0.0461, -0.4863, -0.1044], [-0.4073, -0.1312, -0.3094], [0.2125, -0.5717, -0.0822], [0.0717, 0.2426, -0.2713], [1.1969, 0.2474, 0.1379], [-0.1399, -0.1748, -0.3547], [-0.8833, 0.0235, 0.3529]], "lowdin_charge": [-0.052, 0.035, 0.059, -0.066, -0.015, 0.020, -0.053, 0.010, -0.016, -0.034, 0.034, 0.006, -0.024, 0.009, 0.050, -0.031, -0.001, 0.046, -0.041, -0.002, 0.058, -0.029, 0.024, 0.049, -0.031, 0.054, 0.009, -0.048, 0.039, -0.014, -0.058, 0.028, -0.037, -0.028, 0.044, 0.022, -0.054, -0.016, 0.016, -0.033, -0.006, 0.032, -0.035, 0.039, -0.025, -0.023, 0.035, 0.062, -0.033, 0.046, -0.017, -0.026, 0.072, 0.022, -0.021, 0.038, 0.000, -0.045, -0.008, 0.014, -0.016, 0.094, 0.094, -0.051, -0.044, 0.014, -0.061, 0.029, -0.082, -0.059, -0.036, 0.025, -0.025, 0.088, 0.013, -0.019, 0.057, 0.040, -0.039, 0.050, 0.004, -0.061, -0.026, 0.002, -0.024, 0.015, 0.033, -0.054, -0.012, -0.001, -0.027, -0.003, 0.022, -0.025, 0.051, 0.014, -0.049, 0.015, 0.005], "charge": 0, "lumo_ev": -1.088, "homo_lumo_gap_ev": 8.46, "homo_ha": -0.3511}

=====

Entry 2:
{"formula": "C5H9N2O", "method": "wB97M-V/def2-TZVPD", "elements": ["C", "C", "C", "C", "C", "N", "N", "O", "H", "H", "H", "H", "H", "H", "H", "H", "H"], "xyz": [[-1.04318, -0.64361, -0.13832], [0.06473, -0.91275, -1.02478], [0.67372, 1.20785, 0.02380], [-0.85127, 1.60972, 0.13573], [1.19747, -0.27918, -0.23575], [-1.61922, 0.54557, 0.12081], [2.12670, -0.75124, 0.57558], [-1.60656, -1.78277, 0.29461], [0.13031, -2.05699, -1.22645], [-0.15465, -0.42370, -2.04576], [0.96477, 1.97441, -0.76269], [1.18443, 1.54066, 0.83508], [-1.05256, 2.71509, -0.12578], [-2.55099, 0.60020, 0.42051], [2.50297, -0.01197, 1.23776], [2.26935, -1.69695, 0.78608], [-2.23601, -1.63433, 1.12955]], "forces_ev_per_a": [[-1.5510, -1.0316, 0.9143], [0.9521, -1.5244, -2.6416], [-0.6603, 0.2530, -2.9629], [3.8745, 1.9777, -0.7217], [-3.4719, 2.9803, -0.0601], [1.2494, -1.3233, -0.7070], [-0.1318, 3.0986, 0.6979], [-2.6494, 0.1507, 3.2545], [-0.0512, 2.0504, 0.5434], [0.9646, -0.3570, 1.3198], [0.2968, -1.2961, 0.3261], [1.3348, 1.1741, 2.7809], [-0.4877, -2.2772, 0.5201], [-1.7397, -0.0639, 0.2737], [-0.3941, -1.8058, -0.9905], [0.3975, -1.4531, 0.0138], [2.0673, -0.5523, -2.5606]], "lowdin_charge": [-0.377, -0.066, -0.090, -0.044, -0.149, 0.097, 0.195, 0.067, 0.174, 0.169, 0.151, 0.065, 0.156, 0.164, 0.170, 0.117, 0.201], "charge": 1, "lumo_ev": [-4.145, -4.014], "homo_lumo_gap_ev": [6.67, 7.18], "homo_ha": [-0.3976, -0.4113]}

=====

The evaluated relative energy (zero: lowest compared OMol25 entry of this formula, charge and spin) for the records listed, in turn: 5.1118; 4.5821 eV.